No. 1
Here is one molecule with the formula C28H36O6 from the Open Molecules 2025 dataset. Energies are from ωB97M-V with the def2-TZVPD basis set.

relative energy (zero: lowest compared OMol25 entry of this formula, charge and spin): 14.3 kJ/mol
lowest unoccupied orbital energy: 0.48 eV
SMILES: CC[C@@](C)(Oc1ccc(C2(c3ccc(O[C@@](C)(CC)C(=O)O)cc3)CCCCC2)cc1)C(=O)O
Kohn-Sham gap: 8.721 eV

Geometry as ORCA input:
```
! wB97M-V def2-TZVPD RIJCOSX def2/J DEFGRID3
* xyz 0 1
C 5.95464 3.42800 -1.99394
C 6.05570 2.82979 -0.59667
C 4.69945 2.30649 -0.06194
C 3.65504 3.42357 -0.00034
O 4.32048 1.27327 -0.95309
C 3.33034 0.39048 -0.64183
C 3.06075 -0.56281 -1.62160
C 2.08756 -1.52202 -1.43321
C 1.34994 -1.58258 -0.25517
C 0.23608 -2.59090 -0.00371
C -1.06343 -1.80312 -0.12434
C -2.05686 -1.79365 0.84183
C -3.22566 -1.06530 0.68036
C -3.42430 -0.31089 -0.46469
O -4.54478 0.42135 -0.77398
C -5.41416 1.00480 0.20438
C -6.33660 -0.01235 0.87776
C -4.60382 1.86204 1.20099
C -5.45067 2.50248 2.29247
C -6.28918 1.98924 -0.61591
O -7.28937 2.48020 -0.17533
O -5.82014 2.27684 -1.82257
C -2.43265 -0.31178 -1.44474
C -1.27992 -1.04552 -1.27391
C 0.18423 -3.74002 -1.03174
C 1.40220 -4.66099 -0.96586
C 1.58885 -5.22828 0.43584
C 1.67533 -4.08566 1.43999
C 0.40212 -3.24797 1.37794
C 1.60189 -0.60287 0.69761
C 2.57325 0.36573 0.52161
C 5.04402 1.73512 1.31336
O 5.49768 0.64066 1.50426
O 4.87077 2.62595 2.29882
H 6.95266 3.62665 -2.37628
H 5.40113 4.36286 -1.98446
H 5.45929 2.72815 -2.66059
H 6.44466 3.57036 0.10455
H 6.73990 1.97933 -0.61944
H 2.75344 3.09682 0.50967
H 3.38630 3.71109 -1.01295
H 4.06161 4.28174 0.52598
H 3.63458 -0.53341 -2.53472
H 1.91095 -2.22126 -2.23451
H -1.94650 -2.36033 1.75223
H -3.97132 -1.10790 1.45634
H -5.90193 -0.42360 1.78412
H -7.27122 0.48120 1.13256
H -6.54696 -0.82350 0.18380
H -3.83508 1.23154 1.65388
H -4.09030 2.64209 0.63022
H -6.27067 3.06910 1.86078
H -4.83337 3.17693 2.88094
H -5.86516 1.75047 2.95791
H -5.04179 1.71419 -2.00196
H -2.58470 0.26943 -2.34184
H -0.52388 -1.01468 -2.04368
H 0.06800 -3.34326 -2.04107
H -0.71287 -4.32794 -0.81722
H 2.30448 -4.11294 -1.23810
H 1.27265 -5.47376 -1.68469
H 2.49550 -5.83524 0.47329
H 0.74319 -5.87250 0.69026
H 2.54000 -3.45848 1.21340
H 1.80149 -4.48318 2.44952
H 0.41812 -2.49589 2.16644
H -0.44805 -3.90977 1.55831
H 1.02096 -0.57402 1.60712
H 2.72796 1.08738 1.30908
H 5.16539 2.24743 3.14323
*
```

No. 2
Here is one molecule with the formula C4H11NOS at a distorted geometry from the Open Molecules 2025 dataset. Energies are from ωB97M-V with the def2-TZVPD basis set.

relative energy (zero: lowest compared OMol25 entry of this formula, charge and spin): 100.5 kJ/mol
lowest unoccupied orbital energy: 0.84 eV
SMILES: N[C@@H](CO)CCS
Kohn-Sham gap: 10.036 eV

Geometry as ORCA input:
```
! wB97M-V def2-TZVPD RIJCOSX def2/J DEFGRID3
* xyz 0 1
N -0.69460 0.93949 -1.33761
C -0.48359 0.08869 -0.16062
C -1.49506 -1.05573 -0.18819
O -2.80368 -0.57157 -0.26552
C 0.95262 -0.45045 -0.05338
C 1.88054 0.61445 0.53561
S 2.08604 0.45168 2.34276
H 0.12962 0.87658 -1.92761
H -0.73354 1.91823 -1.07423
H -0.72368 0.62579 0.75708
H -1.39571 -1.59754 0.75287
H -1.26108 -1.73613 -1.02675
H -2.86266 0.03686 -1.00861
H 0.88278 -1.30145 0.62530
H 1.22462 -0.76394 -1.06435
H 1.44571 1.60056 0.40349
H 2.87903 0.57405 0.10077
H 0.97266 -0.24957 2.58898
*
```

No. 3
Here is C15H18FeN3O3 as an isolated structure at a distorted geometry from the Open Molecules 2025 dataset. Energies are from ωB97M-V with the def2-TZVPD basis set.

relative energy (zero: lowest compared OMol25 entry of this formula, charge and spin): 0.0 kJ/mol
lowest unoccupied orbital energy (spin up / spin down): -2.32 / -4.93 eV
Kohn-Sham gap (spin up / spin down): 5.708 / 6.015 eV

Geometry as ORCA input:
```
! wB97M-V def2-TZVPD RIJCOSX def2/J DEFGRID3
* xyz 1 5
O 2.41472 0.14049 1.81245
C 1.27665 -0.04900 1.61948
Fe -0.34360 -0.55311 1.19947
C 0.16057 -2.20804 1.30211
O 0.73146 -3.21917 1.34811
C -1.11793 -0.31336 2.74155
O -1.29057 -0.32438 3.89298
C 2.01604 0.01916 -2.61494
C 1.30265 1.18704 -1.79605
C 0.14541 0.88319 -0.93234
C -0.50216 -0.35835 -0.94256
C 0.19514 -1.43687 -1.66867
C 1.28131 -1.26968 -2.49381
H 1.67474 0.27647 -3.62122
H 2.03310 1.77812 -1.23384
H 0.90552 1.85095 -2.57894
H -0.25415 1.68593 -0.30122
H -1.61620 -0.40039 -0.81636
H -0.26101 -2.43568 -1.59754
H 1.49506 -1.98876 -3.29947
C 5.51934 0.31872 -1.21215
C 4.31360 -0.56463 -1.46577
N 3.42752 0.05171 -2.52243
C 3.99967 0.87236 -3.41840
N 5.29121 1.18862 -3.43227
C 6.26029 0.74741 -2.46830
C 5.62382 2.03862 -4.54366
C 4.28785 2.29455 -5.19513
N 3.38486 1.43699 -4.47314
H 5.27568 1.21176 -0.61644
H 6.23788 -0.24239 -0.61797
H 4.65709 -1.53091 -1.88894
H 3.73772 -0.74271 -0.53943
H 6.93801 1.59135 -2.26209
H 6.89051 -0.05063 -2.90588
H 6.09200 2.96474 -4.18030
H 6.31943 1.49040 -5.19628
H 3.94511 3.32691 -5.12613
H 4.27408 2.02497 -6.24213
H 2.39474 1.40594 -4.68725
*
```

No. 4
Here is a 5-piece molecular cluster, C23H52N2O8P2 overall at a distorted geometry from the Open Molecules 2025 dataset. Energies are from ωB97M-V with the def2-TZVPD basis set.

lowest unoccupied orbital energy: -0.04 eV
SMILES: CCOP(=O)(CCC[C@@H](C#N)[C@H](C#N)[PH2]=O)OCC.CC(C)O.CC(C)O.CC(C)O.CC(C)O
Kohn-Sham gap: 9.145 eV

Geometry as ORCA input:
```
! wB97M-V def2-TZVPD RIJCOSX def2/J DEFGRID3
* xyz 0 1
C 1.82743 0.25309 0.48098
C 1.28112 1.78469 0.87468
O -0.18307 1.71558 0.77359
P -0.86015 3.02530 -0.14774
O -0.02276 4.35717 0.20682
C -2.65354 3.28284 0.53134
C -3.80034 3.31082 -0.68433
C -5.15738 2.54061 -0.21661
C -5.29621 0.96968 -0.61149
C -4.41857 0.45410 -1.88960
N -3.80223 0.24827 -3.03385
C -5.04938 -0.08212 0.66517
C -3.45716 -0.19178 1.07138
N -2.30142 -0.33067 1.63226
P -5.57571 -1.89369 0.17712
O -4.52026 -2.57972 -0.81716
O -0.77305 2.85094 -1.87471
C 0.04021 1.70021 -2.29309
C -0.71007 0.22883 -2.02941
H 2.61828 -0.15874 1.23830
H 2.18350 0.17430 -0.63574
H 0.88229 -0.46961 0.56741
H 1.80375 2.49929 0.10928
H 1.59800 1.96097 1.99034
H -2.93292 2.52759 1.39298
H -2.64232 4.35689 1.05200
H -3.37072 3.01744 -1.73054
H -4.08924 4.46678 -0.77522
H -6.10483 3.13090 -0.59063
H -5.19130 2.60209 0.97535
H -6.44114 0.79680 -0.90540
H -5.73817 0.19976 1.58989
H -5.48074 -2.67491 1.41781
H -6.91965 -1.93720 -0.35317
H 1.15282 1.71536 -1.90783
H 0.12199 1.77187 -3.48251
H 0.04718 -0.57548 -1.57634
H -1.16133 -0.19454 -3.03247
H -1.55963 0.43963 -1.23010
C -4.40433 -6.10919 3.87447
C -4.56238 -4.59863 3.94262
C -4.62323 -4.11213 5.38172
O -5.75679 -4.21780 3.26448
H -5.25528 -6.61404 4.34546
H -4.37442 -6.44645 2.83282
H -3.48590 -6.43299 4.37398
H -3.72474 -4.11723 3.42634
H -5.48193 -4.54607 5.90619
H -4.74943 -3.02463 5.41528
H -3.71137 -4.37594 5.92649
H -6.50600 -4.64068 3.71603
C 2.88245 0.80360 -7.60760
C 2.23808 0.99491 -6.24393
C 1.95706 -0.33942 -5.57165
O 1.01674 1.71383 -6.39551
H 2.22196 0.24223 -8.27801
H 3.06767 1.77182 -8.08502
H 3.83267 0.26706 -7.52349
H 2.89569 1.59668 -5.60725
H 1.26373 -0.94134 -6.16977
H 1.48213 -0.18657 -4.59656
H 2.87948 -0.91029 -5.42638
H 0.42651 1.18700 -6.95952
C 3.57293 -3.65370 1.71486
C 4.59865 -2.54182 1.86672
C 5.82474 -3.01915 2.62845
O 4.00806 -1.44627 2.56131
H 3.22409 -4.00163 2.69367
H 2.69069 -3.29244 1.17557
H 3.99185 -4.50561 1.17024
H 4.89792 -2.17946 0.87725
H 5.55584 -3.34454 3.63967
H 6.54896 -2.20516 2.74085
H 6.31130 -3.85201 2.11127
H 3.73918 -1.75872 3.44115
C 5.66487 4.82470 0.81341
C 4.63784 3.70759 0.90663
C 5.07683 2.63154 1.88682
O 4.45422 3.12631 -0.38174
H 6.62808 4.44292 0.45664
H 5.34154 5.58584 0.09522
H 5.81728 5.30305 1.78594
H 3.67283 4.12005 1.22058
H 6.01913 2.17191 1.56815
H 4.33390 1.82810 1.93440
H 5.21157 3.04402 2.89159
H 5.30609 2.75746 -0.66862
*
```

No. 5
Here is a 2-piece molecular cluster, C3H8ClNS overall at a distorted geometry from the Open Molecules 2025 dataset. Energies are from ωB97M-V with the def2-TZVPD basis set.

relative energy (zero: lowest compared OMol25 entry of this formula, charge and spin): 334.6 kJ/mol
lowest unoccupied orbital energy: -0.30 eV
Kohn-Sham gap: 8.430 eV

Geometry as ORCA input:
```
! wB97M-V def2-TZVPD RIJCOSX def2/J DEFGRID3
* xyz 0 1
C -2.03136 1.38203 0.39952
C 2.24857 -1.01578 -0.36154
C -1.87414 0.00540 0.46355
N -1.29492 -0.71394 -0.33469
S 1.29516 -0.44319 1.05984
Cl -0.62215 -0.14673 -2.19843
H -1.17858 1.86999 1.14962
H -1.79574 1.78090 -0.54251
H -2.92506 1.72659 0.92147
H 3.30566 -1.11302 -0.07091
H 1.78484 -1.93879 -0.63329
H 2.10242 -0.23757 -1.09637
H -1.21227 -1.73498 -0.24101
H 2.19757 0.57906 1.48475
*
```

No. 6
Here is a 2-piece molecular cluster, CH2N2O3 overall at a distorted geometry from the Open Molecules 2025 dataset. Energies are from ωB97M-V with the def2-TZVPD basis set.

relative energy (zero: lowest compared OMol25 entry of this formula, charge and spin): 810.6 kJ/mol
lowest unoccupied orbital energy (spin up / spin down): -0.64 / -0.64 eV
Kohn-Sham gap (spin up / spin down): 8.635 / 8.634 eV

Geometry as ORCA input:
```
! wB97M-V def2-TZVPD RIJCOSX def2/J DEFGRID3
* xyz 0 1
C -1.86508 -0.89690 0.13222
N -2.57555 0.04728 -0.45224
N 0.15997 0.05769 -0.39714
O -1.86505 -2.04691 0.31355
O -2.56289 1.33486 -0.11765
O -3.72804 0.54358 -0.03267
H 0.00248 -0.27501 -1.36414
H 0.83476 -0.42517 0.20066
*
```

What did the first record say?
Here is one molecule with the formula C28H36O6 from the Open Molecules 2025 dataset. Energies are from ωB97M-V with the def2-TZVPD basis set.

relative energy (zero: lowest compared OMol25 entry of this formula, charge and spin): 14.3 kJ/mol
lowest unoccupied orbital energy: 0.48 eV
SMILES: CC[C@@](C)(Oc1ccc(C2(c3ccc(O[C@@](C)(CC)C(=O)O)cc3)CCCCC2)cc1)C(=O)O
Kohn-Sham gap: 8.721 eV

Geometry as ORCA input:
```
! wB97M-V def2-TZVPD RIJCOSX def2/J DEFGRID3
* xyz 0 1
C 5.95464 3.42800 -1.99394
C 6.05570 2.82979 -0.59667
C 4.69945 2.30649 -0.06194
C 3.65504 3.42357 -0.00034
O 4.32048 1.27327 -0.95309
C 3.33034 0.39048 -0.64183
C 3.06075 -0.56281 -1.62160
C 2.08756 -1.52202 -1.43321
C 1.34994 -1.58258 -0.25517
C 0.23608 -2.59090 -0.00371
C -1.06343 -1.80312 -0.12434
C -2.05686 -1.79365 0.84183
C -3.22566 -1.06530 0.68036
C -3.42430 -0.31089 -0.46469
O -4.54478 0.42135 -0.77398
C -5.41416 1.00480 0.20438
C -6.33660 -0.01235 0.87776
C -4.60382 1.86204 1.20099
C -5.45067 2.50248 2.29247
C -6.28918 1.98924 -0.61591
O -7.28937 2.48020 -0.17533
O -5.82014 2.27684 -1.82257
C -2.43265 -0.31178 -1.44474
C -1.27992 -1.04552 -1.27391
C 0.18423 -3.74002 -1.03174
C 1.40220 -4.66099 -0.96586
C 1.58885 -5.22828 0.43584
C 1.67533 -4.08566 1.43999
C 0.40212 -3.24797 1.37794
C 1.60189 -0.60287 0.69761
C 2.57325 0.36573 0.52161
C 5.04402 1.73512 1.31336
O 5.49768 0.64066 1.50426
O 4.87077 2.62595 2.29882
H 6.95266 3.62665 -2.37628
H 5.40113 4.36286 -1.98446
H 5.45929 2.72815 -2.66059
H 6.44466 3.57036 0.10455
H 6.73990 1.97933 -0.61944
H 2.75344 3.09682 0.50967
H 3.38630 3.71109 -1.01295
H 4.06161 4.28174 0.52598
H 3.63458 -0.53341 -2.53472
H 1.91095 -2.22126 -2.23451
H -1.94650 -2.36033 1.75223
H -3.97132 -1.10790 1.45634
H -5.90193 -0.42360 1.78412
H -7.27122 0.48120 1.13256
H -6.54696 -0.82350 0.18380
H -3.83508 1.23154 1.65388
H -4.09030 2.64209 0.63022
H -6.27067 3.06910 1.86078
H -4.83337 3.17693 2.88094
H -5.86516 1.75047 2.95791
H -5.04179 1.71419 -2.00196
H -2.58470 0.26943 -2.34184
H -0.52388 -1.01468 -2.04368
H 0.06800 -3.34326 -2.04107
H -0.71287 -4.32794 -0.81722
H 2.30448 -4.11294 -1.23810
H 1.27265 -5.47376 -1.68469
H 2.49550 -5.83524 0.47329
H 0.74319 -5.87250 0.69026
H 2.54000 -3.45848 1.21340
H 1.80149 -4.48318 2.44952
H 0.41812 -2.49589 2.16644
H -0.44805 -3.90977 1.55831
H 1.02096 -0.57402 1.60712
H 2.72796 1.08738 1.30908
H 5.16539 2.24743 3.14323
*
```